160
Properties=species:S:1:pos:R:3:forces:R:3:lowdin_charge:R:1 method="wB97M-V/def2-TZVPD" e_homo_ev=-8.906
C 26.28601 13.10861 14.68813 -1.0 -1.2 1.1 -0.821
O 27.02137 13.11822 15.63810 0.7 -0.3 2.5 0.045
N 26.67108 13.38680 13.52981 2.5 2.1 -6.1 0.199
N 24.99559 12.70242 14.65445 -0.1 -0.8 3.1 0.178
H 27.57685 13.81504 13.40214 -0.3 -0.1 -0.2 0.138
H 25.92106 13.38600 12.85337 0.7 0.4 -0.9 0.063
H 24.34697 12.63934 13.88282 0.3 0.0 0.4 0.062
H 24.90713 12.41750 15.61939 -2.2 -0.4 0.0 0.100
C 24.92974 9.36185 16.32172 -3.5 -1.0 0.7 -0.738
O 23.96677 10.05671 16.59313 -0.8 0.7 0.8 0.028
N 25.70362 9.65339 15.35227 4.8 1.9 -4.8 0.178
N 25.12758 8.11043 16.74930 0.5 -2.3 1.7 0.164
H 26.45098 9.06076 15.02010 -0.3 -0.2 0.4 0.124
H 25.64418 10.48322 14.77960 -0.2 0.3 0.9 0.080
H 26.01570 7.65942 16.58218 -0.3 0.1 0.0 0.103
H 24.36295 7.48922 16.97185 0.1 0.6 0.3 0.120
C 15.30149 14.59246 10.40221 1.6 6.1 -0.2 -0.827
O 14.39502 15.24969 10.87450 -1.5 1.1 1.0 0.017
N 15.26622 13.35803 10.28445 -1.7 -8.3 -0.7 0.197
N 16.43180 15.12983 9.94587 1.2 1.7 -0.5 0.192
H 14.31860 13.05097 10.45129 0.2 -0.8 0.1 0.135
H 15.79808 12.86811 9.57933 0.0 0.1 0.3 0.128
H 17.22550 14.56204 9.68559 0.2 0.2 -0.1 0.054
H 16.49958 16.13742 9.92913 0.1 -0.3 0.1 0.091
C 26.83952 13.25662 19.31062 -1.3 2.2 1.8 -0.774
O 26.22502 13.61221 20.32579 0.6 -0.2 0.4 -0.009
N 28.08690 13.53911 19.03162 3.7 0.7 0.9 0.171
N 26.20519 12.79740 18.29177 -3.1 -2.5 -2.4 0.174
H 28.51874 13.29745 18.15116 -0.2 0.3 0.3 0.107
H 28.53851 14.16036 19.68751 0.3 -0.3 -0.3 0.117
H 25.21285 12.76650 18.47727 0.1 -0.6 -0.6 0.081
H 26.61944 12.50821 17.41720 -0.2 0.4 0.1 0.066
C 21.39331 14.59205 13.53060 1.7 1.7 -2.8 -0.682
O 20.39437 14.66395 14.16350 -2.5 -0.1 1.5 0.062
N 22.62876 14.50814 14.01160 2.6 -0.7 0.7 0.181
N 21.50266 14.84679 12.17692 -0.8 -0.2 -0.8 0.180
H 22.90194 14.62329 14.97711 -0.7 -0.7 0.3 0.061
H 23.26144 14.03577 13.38177 0.2 0.6 0.2 0.043
H 20.72163 14.95841 11.54633 -0.1 -0.2 0.3 0.078
H 22.40150 14.85237 11.71632 -0.4 -0.1 0.3 0.045
C 24.39091 13.59296 10.56265 -1.8 0.2 0.5 -0.663
O 24.43110 13.40532 11.78072 0.7 -0.3 0.4 -0.022
N 24.08086 14.78992 10.05329 0.6 1.9 0.4 0.187
N 24.34203 12.65198 9.63175 0.7 -1.2 -1.1 0.191
H 24.04743 15.02416 9.07139 -0.1 -0.2 0.3 0.123
H 24.16247 15.55424 10.70848 -0.3 0.3 -0.4 0.075
H 24.42137 13.05610 8.70953 0.0 -1.0 -0.2 0.115
H 24.58558 11.69066 9.82322 0.0 0.3 -0.2 0.123
C 16.90440 15.41855 13.49232 0.8 0.6 0.3 -0.697
O 17.10265 14.28936 13.07400 -0.6 -1.4 -0.9 0.001
N 15.82952 16.16689 13.27893 -0.8 -0.5 -0.5 0.219
N 17.86379 16.05376 14.18798 0.6 0.6 0.8 0.183
H 15.27285 15.73980 12.55243 -0.9 0.7 -0.4 0.070
H 15.93923 17.16629 13.37522 -0.4 0.0 -0.4 0.109
H 17.48220 16.84114 14.69248 0.5 0.0 0.5 0.077
H 18.47905 15.40472 14.65733 0.4 0.5 0.1 0.081
C 16.75999 10.25418 12.33759 -1.5 1.6 2.8 -0.817
O 15.93953 10.85641 12.99650 -2.5 0.8 0.5 0.034
N 16.55174 9.43821 11.36714 -1.4 -2.4 -3.7 0.182
N 17.99547 10.34861 12.69670 3.5 -0.8 0.2 0.171
H 15.67166 9.50049 10.87552 0.4 -0.5 0.0 0.123
H 17.34153 8.87604 11.08379 -0.7 -0.1 -0.4 0.116
H 18.07518 10.90397 13.53654 1.3 -0.1 -0.6 0.067
H 18.59718 10.32119 11.88596 1.0 0.4 1.0 0.102
C 19.48913 13.06734 10.05625 -1.0 0.9 0.7 -0.764
O 18.99506 13.79597 9.21373 -0.6 0.7 -1.1 0.015
N 19.15071 12.90233 11.29978 -2.2 0.4 3.1 0.196
N 20.51767 12.29904 9.89348 3.7 -1.8 -4.0 0.175
H 19.77473 12.25732 11.76310 -0.6 0.5 1.2 0.051
H 18.48176 13.48579 11.78164 -0.2 0.0 0.1 0.084
H 20.88643 12.39893 8.95853 0.5 -0.7 0.3 0.115
H 20.91536 11.72045 10.61955 0.4 0.1 -0.3 0.072
C 16.12825 18.28846 16.59682 -3.2 2.6 -3.8 -0.779
O 16.72226 19.15818 15.99467 0.3 1.1 -0.1 0.046
N 16.59118 17.23223 17.06086 5.5 -6.8 4.9 0.150
N 14.79549 18.00976 16.53712 -3.4 2.3 -0.5 0.130
H 17.58349 17.06067 17.13823 0.3 0.5 -0.1 0.054
H 16.09522 16.77846 17.81466 0.0 -0.2 -0.4 0.123
H 14.15805 18.63809 16.06917 0.1 0.0 0.3 0.103
H 14.40739 17.22160 17.03540 0.0 0.4 -0.5 0.096
C 19.08375 13.95197 19.87268 -0.3 1.5 -3.0 -0.843
O 19.20362 12.87813 20.29336 1.2 -6.5 3.3 0.074
N 19.11116 14.17174 18.57155 -0.2 2.0 -1.4 0.187
N 18.89883 15.01541 20.60527 -0.6 3.9 2.7 0.164
H 19.19491 13.41606 17.90669 -0.3 0.2 -0.1 0.043
H 19.14241 15.15268 18.33303 0.1 -0.3 -1.0 0.066
H 18.45448 15.83722 20.22149 0.3 -0.1 0.2 0.102
H 19.06750 14.99816 21.60094 -0.3 -0.2 -0.3 0.114
C 22.09641 10.98274 13.34505 1.5 -0.4 -2.4 -0.858
O 21.31471 11.32319 12.52795 -4.5 1.5 -4.0 0.047
N 23.20329 10.42701 12.98206 5.1 -2.7 -2.7 0.194
N 22.04380 11.19728 14.55182 -2.1 2.3 8.1 0.261
H 23.36467 10.52387 11.98975 0.2 -0.2 0.2 0.109
H 24.02629 10.54233 13.55607 -0.2 -0.3 -0.1 0.072
H 22.75396 10.95085 15.22639 -0.1 -0.2 0.3 0.087
H 21.25670 11.76393 14.83371 0.1 -0.2 0.7 0.112
C 25.74415 16.79731 16.68550 2.6 6.0 4.3 -0.882
O 26.46308 17.76033 16.98832 0.3 0.6 -0.1 -0.002
N 25.95099 16.07497 15.72685 2.5 -5.6 -9.6 0.203
N 24.74819 16.45064 17.36701 -5.4 -0.4 5.2 0.199
H 26.57442 16.42430 15.01312 0.1 -0.3 0.3 0.132
H 25.34056 15.31358 15.46651 0.1 0.2 0.1 0.098
H 24.62681 17.02682 18.18760 -0.2 -0.4 0.0 0.130
H 24.13411 15.66166 17.22375 -0.1 -0.2 -0.2 0.062
C 18.42716 12.37182 15.53936 -0.6 1.0 1.8 -0.683
O 19.20463 12.48065 16.48320 1.1 -0.6 0.4 -0.012
N 18.77303 12.47626 14.28928 2.4 -0.1 -2.6 0.145
N 17.12883 12.24726 15.65610 -3.0 -0.6 0.4 0.220
H 18.08066 12.73530 13.60107 -0.1 0.5 0.3 0.059
H 19.65547 12.94993 14.15872 -0.1 0.0 -0.2 0.067
H 16.63436 12.15847 14.77990 -0.6 -0.1 0.2 0.084
H 16.57853 12.21209 16.50228 0.7 -0.1 0.0 0.131
C 18.00630 18.53246 11.06571 -0.1 -0.4 0.0 -0.804
O 16.93851 18.84385 11.48247 -2.9 0.8 1.2 0.068
N 18.57467 17.35556 11.14887 0.3 -3.6 1.1 0.191
N 18.82140 19.28792 10.38997 3.1 3.8 -3.1 0.167
H 19.47798 17.21538 10.71938 -0.1 -0.7 0.5 0.060
H 18.19567 16.72680 11.84249 0.4 -0.2 -0.2 0.084
H 19.74660 18.92011 10.22019 -0.2 0.5 0.1 0.073
H 18.65376 20.20901 10.01103 -0.4 -0.3 0.5 0.118
C 20.92407 16.60750 8.43468 -1.7 -5.5 -1.4 -0.844
O 20.88729 16.24892 9.56787 0.2 -0.2 4.5 0.041
N 20.61042 15.74629 7.45307 0.3 -1.7 -0.6 0.170
N 21.25886 17.71928 7.97661 1.7 6.1 -1.1 0.206
H 20.15117 16.08797 6.62094 -0.3 -0.5 0.0 0.066
H 20.34275 14.85878 7.85404 -0.7 -0.1 -0.5 0.077
H 21.42672 18.38372 8.71852 0.6 0.7 -0.9 0.126
H 21.51517 17.69121 7.00007 0.2 1.2 0.4 0.137
C 23.18363 18.45355 12.01359 1.6 -0.9 -0.8 -0.813
O 22.09341 18.86617 11.90266 -4.8 2.0 -0.3 0.084
N 24.26547 19.16912 11.87702 2.7 1.4 0.0 0.179
N 23.39982 17.13936 12.12817 -0.1 -1.3 0.2 0.157
H 24.15163 20.16937 11.79557 0.5 -0.2 0.3 0.127
H 25.07835 18.66947 12.20817 0.5 1.3 -0.2 0.107
H 24.30810 16.76943 12.36959 -0.6 -0.2 0.6 0.100
H 22.47937 16.81110 12.38334 0.4 -1.7 0.3 0.082
C 20.32665 17.41951 16.75991 0.5 -0.3 -0.5 -0.737
O 19.29767 17.00851 17.22819 -1.3 -0.6 2.1 0.033
N 20.47609 17.73942 15.51699 -1.3 1.1 -4.8 0.181
N 21.52529 17.57325 17.27030 1.9 -0.4 4.0 0.176
H 21.37024 17.46916 15.13285 -0.7 0.3 -0.8 0.114
H 19.61356 17.85213 15.00373 0.5 -0.4 -0.7 0.114
H 22.16847 18.13513 16.73114 0.0 0.0 0.9 0.117
H 21.54130 17.51708 18.27862 0.8 0.1 -0.1 0.124
C 22.51656 13.46914 17.82037 1.4 1.2 -1.4 -0.752
O 22.84552 14.20965 16.88808 0.4 0.7 -0.8 -0.016
N 23.13786 13.42111 18.94872 3.5 1.7 3.7 0.185
N 21.63915 12.55276 17.81541 -4.3 -3.0 -1.5 0.209
H 22.81787 12.84214 19.71193 0.5 0.4 -0.1 0.138
H 23.89386 14.08102 19.06304 -0.1 -0.1 0.8 0.101
H 21.31317 12.29867 18.73697 -0.6 -0.4 -0.4 0.116
H 20.94659 12.59786 17.08164 -0.4 -0.3 0.0 0.067
C 17.72125 16.93506 6.27811 -1.4 1.3 -3.4 -0.841
O 18.39186 16.06025 5.87544 2.3 -4.1 -2.2 0.075
N 17.61825 17.31877 7.46447 0.3 1.3 6.7 0.208
N 17.03956 17.77330 5.51109 -2.1 1.5 -4.6 0.154
H 18.34307 16.86343 8.00058 -0.2 0.7 1.1 0.110
H 17.44247 18.31298 7.43706 0.3 -0.1 1.7 0.128
H 16.87389 17.49450 4.55458 0.3 0.0 0.1 0.113
H 16.42990 18.53046 5.78520 0.1 -0.5 0.5 0.111



53
Properties=species:S:1:pos:R:3:forces:R:3:nbo_charge:R:1 method="wB97M-V/def2-TZVPD" multiplicity=5 s_squared=6.045 total_charge=+1 e_homo_ev="-12.282 / -13.008"
Pd -0.69090 -0.18247 0.04000 0.0 -0.1 0.0 1.294
O -4.21217 2.01794 0.69454 0.1 -0.1 0.0 -0.297
C -3.12128 1.63265 0.24653 0.0 0.0 0.1 0.641
N -2.43262 0.65087 0.83737 -0.1 0.0 0.0 -0.643
C -3.08520 0.07579 1.85876 0.0 0.1 -0.1 0.634
O -4.17689 0.50834 2.25055 0.0 0.0 0.0 -0.306
C -2.40389 -1.12066 2.43451 -0.1 -0.1 0.1 0.093
C -2.92591 -1.78175 3.52593 0.1 0.0 0.0 -0.173
C -2.24950 -2.90594 3.98905 0.0 0.0 0.0 -0.135
C -1.09715 -3.30782 3.34218 0.0 0.0 0.0 -0.203
C -0.64194 -2.57932 2.24733 0.0 0.0 0.0 0.093
N -1.28162 -1.50726 1.80193 0.0 0.0 0.0 -0.455
C -2.49513 2.18229 -0.99474 -0.1 0.0 0.0 0.092
C -3.09606 3.20858 -1.69545 0.1 -0.1 0.0 -0.176
C -2.48037 3.64156 -2.86362 0.0 0.0 0.0 -0.138
C -1.30789 3.02951 -3.26468 0.0 0.1 0.0 -0.205
C -0.77250 2.00627 -2.49049 0.1 -0.1 0.1 0.080
N -1.35256 1.58529 -1.37336 0.0 0.0 0.0 -0.457
H -3.83379 -1.42522 3.99164 0.0 0.0 0.0 0.255
H -2.62595 -3.45563 4.84070 0.0 0.0 0.0 0.245
H -0.54736 -4.17939 3.66704 0.0 0.0 0.0 0.248
H 0.24996 -2.86566 1.70635 0.0 0.0 0.0 0.235
H -4.01729 3.64320 -1.33389 0.0 0.0 0.0 0.254
H -2.91663 4.44139 -3.44593 0.0 0.0 0.0 0.245
H -0.79769 3.33149 -4.16834 0.0 0.0 0.0 0.248
H 0.15319 1.51653 -2.76465 0.0 0.0 0.0 0.234
F 3.47186 -3.00974 -1.42037 0.0 0.0 0.0 -0.290
C 3.42385 -1.72223 -1.13039 0.0 0.1 0.0 0.733
F 4.47359 -1.10091 -1.64975 0.0 0.0 0.0 -0.295
F 3.44146 -1.56405 0.19737 0.0 0.0 0.0 -0.317
S 1.88568 -0.96995 -1.80840 0.1 0.3 -0.1 2.257
O 1.89202 0.38951 -1.31551 0.0 -0.3 0.0 -0.973
O 1.87761 -1.18831 -3.21650 0.0 0.0 0.0 -0.897
N 0.80706 -1.81392 -0.99809 -0.1 0.3 0.2 -1.291
S -0.49478 -2.59498 -1.48961 0.0 -0.1 0.0 2.212
O -0.67425 -3.75911 -0.68784 0.0 0.0 -0.1 -0.889
O -1.58204 -1.60841 -1.51557 0.0 -0.1 0.0 -0.950
C -0.34871 -3.18974 -3.25142 0.0 0.0 0.0 0.774
F -0.50081 -2.19183 -4.10050 0.0 0.0 0.0 -0.287
F 0.81806 -3.78299 -3.42134 0.0 0.0 0.0 -0.287
F -1.32752 -4.06519 -3.41999 0.0 0.0 0.0 -0.288
F 5.43430 3.26772 1.13357 0.0 0.0 0.0 -0.236
C 4.28521 2.65381 1.24224 0.0 0.0 0.0 0.399
C 4.16824 1.55713 2.11407 0.0 0.0 0.0 0.247
F 5.22444 1.17321 2.80704 0.0 0.0 0.0 -0.257
C 2.97242 0.91365 2.22371 0.0 0.0 0.0 0.374
F 2.83687 -0.12496 3.01998 0.0 0.0 0.0 -0.265
C 1.82483 1.30902 1.43883 -0.1 0.1 0.0 0.336
O 0.76025 0.66723 1.51928 0.0 0.0 0.0 -0.584
C 1.99706 2.46154 0.58362 0.0 0.0 0.0 0.341
F 0.95098 2.87909 -0.10376 0.0 0.0 0.0 -0.272
C 3.19089 3.10624 0.48424 0.0 0.0 0.0 0.262
F 3.35059 4.14757 -0.31416 0.0 0.0 0.0 -0.259



46
Properties=species:S:1:pos:R:3:forces:R:3:nbo_charge:R:1 method="wB97M-V/def2-TZVPD" total_charge=-2 e_homo_ev=-1.124
Co 0.13224 0.10797 -0.00212 0.0 0.3 0.1 0.799
S 3.55786 1.56520 3.32992 0.0 0.0 0.0 -0.985
Sb 2.53004 -0.26818 2.40365 0.0 -0.1 -0.1 0.814
S 0.11644 0.21806 2.21514 0.0 0.1 -0.1 -0.654
S 2.35865 0.08156 -0.03679 0.1 0.0 0.0 -0.771
F -0.26147 2.55714 -6.11720 0.0 0.0 0.1 -0.315
C -0.19120 2.50293 -4.77023 0.0 0.0 0.0 0.213
C -0.04477 1.29299 -4.11674 0.0 0.1 0.0 0.321
F 0.02286 0.15682 -4.82799 0.0 0.0 0.0 -0.312
C 0.02838 1.26650 -2.74074 0.0 0.1 -0.1 0.303
F 0.16797 0.04127 -2.16842 0.0 0.0 0.0 -0.317
C -0.03927 2.39687 -1.92973 0.0 0.1 -0.1 -0.254
S 0.03476 2.34844 -0.19646 0.0 -0.2 0.0 -0.049
C -0.18293 3.59860 -2.63514 0.0 0.0 0.0 0.303
F -0.26510 4.76085 -1.96148 0.0 -0.1 0.0 -0.309
C -0.26013 3.65998 -4.01204 0.0 0.0 0.0 0.259
F -0.40185 4.84933 -4.63319 0.0 -0.1 0.0 -0.314
N -0.15064 -7.24781 0.00120 0.0 0.4 0.0 -0.341
C -0.11056 -6.09618 -0.00613 0.0 -0.3 0.0 0.302
C -0.05861 -4.65511 -0.02190 0.0 -0.1 0.0 -0.143
C 0.81375 -3.99914 -0.88303 -0.1 0.0 0.1 -0.228
C 0.84500 -2.61568 -0.84883 -0.1 0.0 0.2 0.092
N 0.06095 -1.90357 -0.03377 0.0 -0.3 0.0 -0.422
C -0.79523 -2.53521 0.77520 0.1 0.0 -0.2 0.092
C -0.88269 -3.91661 0.81934 0.1 0.0 -0.1 -0.216
H 1.46545 -4.54477 -1.54932 0.0 0.0 0.0 0.225
H 1.53316 -2.04845 -1.45887 0.0 0.1 0.0 0.249
H -1.40357 -1.89834 1.39823 0.0 0.1 0.0 0.262
H -1.57165 -4.39791 1.49765 0.0 0.0 0.0 0.225
O -2.61941 0.44024 -2.06060 0.0 0.1 -0.1 -0.712
C -2.74819 0.19976 -0.86090 0.0 -0.1 0.0 0.787
O -1.84364 -0.00496 0.00451 0.0 -0.1 0.2 -0.780
C -4.15756 0.07739 -0.29309 0.0 0.1 0.0 -0.132
C -4.36262 -0.07842 1.07119 0.0 0.0 0.0 -0.181
C -5.64726 -0.18985 1.61064 0.0 0.0 -0.1 -0.274
C -6.69339 -0.13871 0.72360 0.1 0.0 0.0 0.207
O -8.04600 -0.22562 0.99176 0.0 0.0 0.0 -0.499
C -8.69424 -0.09546 -0.26628 -0.2 0.0 0.0 0.242
O -7.71612 0.04274 -1.28217 0.0 0.0 0.0 -0.507
C -6.49277 0.02148 -0.63263 0.0 0.0 0.0 0.259
C -5.24174 0.13580 -1.17727 0.0 0.0 0.0 -0.241
H -3.49245 -0.08807 1.71389 0.0 0.0 0.0 0.250
H -5.81289 -0.30209 2.67222 0.0 0.0 0.0 0.216
H -9.33222 0.79620 -0.25144 0.0 0.0 0.0 0.142
H -9.29117 -0.99468 -0.45706 0.0 0.0 0.0 0.143
H -5.05908 0.27044 -2.23344 0.0 0.0 0.0 0.248



Listing ΔE to the lowest compared entry with this formula, charge and spin for the structures above in their given order: 12.909, 0.036, 0.000 eV.
Listing F_max for the structures above in their given order: 11.41, 0.35, 0.35 eV/Å.